39
Properties=species:S:1:pos:R:3 method="wB97M-V/def2-TZVPD" smiles=Cc1nn(-c2nc3ccccc3s2)c(C)c1Oc1ccccc1O homo_energy_ev=-8.3 gap_ev=8.61
H 4.158 -2.675 -5.651
H 0.042 1.863 4.613
N 1.882 -1.409 -1.884
S -0.176 -3.034 -2.113
H -3.563 5.138 2.682
N -1.101 -1.364 0.224
H 2.407 1.092 1.458
C -2.339 3.758 3.814
H 0.493 -4.766 -4.626
H -3.349 -0.110 1.069
C 3.207 -2.073 -3.820
C 1.092 -3.139 -3.294
H 2.465 -4.407 -6.142
H -1.322 2.279 0.412
C -1.048 2.185 2.516
H -3.094 -1.522 2.124
O -0.670 2.463 4.879
N 0.187 -1.108 -0.178
H -2.788 0.147 2.697
H 2.848 -0.499 0.914
C -2.542 3.755 1.401
C -2.725 -0.520 1.856
C 0.729 -1.730 -1.309
C 2.342 -3.784 -5.255
C -1.350 -0.619 1.270
H -2.535 4.158 4.799
C -1.381 2.754 3.755
C -0.206 0.251 1.553
C 2.202 0.333 0.692
C -2.906 4.293 2.628
C 0.759 -0.155 0.684
O -0.095 1.220 2.533
H -2.965 4.169 0.497
C -1.664 2.650 1.358
C 3.321 -2.828 -4.968
H 2.460 0.746 -0.273
C 1.250 -4.032 -4.379
C 2.072 -2.191 -3.002
H 3.906 -1.290 -3.534